40
Properties=species:S:1:pos:R:3 method="wB97M-V/def2-TZVPD" multiplicity=1 orbital_gap_ev=5.725 total_charge=+1 e_lumo_ev=-6.347 de_lowest_ev=1.896
C 1.7158 2.4299 -1.5685
C 1.6235 0.9343 -1.3314
C 0.2114 0.3172 -1.0328
C 2.7939 0.2174 -1.5571
C 2.9213 -1.1518 -1.6957
C 4.2244 -1.8755 -1.6356
H 2.7946 2.7341 -1.4933
H 1.3428 2.7901 -2.5662
H 1.1620 2.9895 -0.7810
H 0.2229 -0.5726 -1.6652
H -0.5451 1.0352 -1.3446
H 3.7555 0.7628 -1.5917
H 2.0180 -1.7426 -1.8243
H 4.0726 -2.9506 -1.7818
H 4.9310 -1.5485 -2.4105
H 4.7499 -1.7539 -0.6760
F -2.4707 2.9910 3.6066
C -1.3934 2.3010 3.0724
C -0.1221 2.6339 3.5323
C 0.9085 1.8785 2.9816
F 2.1764 2.1204 3.4515
C 0.7164 0.9259 1.9889
C -0.5331 0.7498 1.4083
C -0.4747 -0.1486 0.1715
C -1.8084 -0.9806 -0.0690
C -1.6271 -2.2538 -0.5884
C -2.6807 -3.0107 -1.0943
C -4.0076 -2.5784 -0.9632
C -4.1978 -1.4031 -0.2426
F -5.5039 -0.9935 -0.0160
C -3.1352 -0.6090 0.2371
C -1.6296 1.3239 2.0905
H 0.0395 3.3789 4.3041
H 1.5959 0.3742 1.6664
H 0.2700 -0.8998 0.3685
H -0.6393 -2.6997 -0.6493
H -2.5067 -3.9490 -1.6259
H -4.8446 -3.1670 -1.3551
H -3.4429 0.2814 0.7719
H -2.6836 1.1192 1.9078

=====

45
Properties=species:S:1:pos:R:3 method="wB97M-V/def2-TZVPD" multiplicity=1 orbital_gap_ev=8.097 e_lumo_ev=-0.028 smiles="CSc1ccc(CN(C)Cc2nc3cc(C(F)(F)F)ccc3c(=O)[nH]2)cc1"
C 4.1203 2.4306 -0.8990
H 4.9186 3.1152 -0.6298
H 3.8271 2.5984 -1.9316
H 3.2816 2.5500 -0.2187
S 4.8166 0.7650 -0.7022
C 3.3875 -0.2676 -0.7346
C 2.1828 0.1146 -1.3086
C 1.0902 -0.7310 -1.2389
C 1.1732 -1.9650 -0.6077
C 2.4048 -2.3686 -0.0980
C 3.4981 -1.5304 -0.1542
H 4.4482 -1.8344 0.2583
H 2.4906 -3.3415 0.3627
C -0.0464 -2.8226 -0.4400
N -0.3092 -3.1740 0.9576
C -1.6500 -3.7062 1.0946
H -1.7799 -4.0931 2.1042
H -2.4231 -2.9546 0.8931
H -1.7675 -4.5305 0.3928
C 0.0030 -2.1407 1.9306
C -0.3323 -0.7418 1.4876
N -1.4827 -0.4926 0.9724
C -1.7234 0.7600 0.4795
C -2.9756 1.0281 -0.0880
C -3.2264 2.2764 -0.6140
C -2.2585 3.2863 -0.5972
C -1.0266 3.0311 -0.0416
C -0.7500 1.7763 0.5024
C 0.5561 1.4882 1.0934
O 1.4974 2.2503 1.1525
N 0.6480 0.2041 1.6072
H 1.5481 -0.0521 1.9974
H -0.2567 3.7866 -0.0091
H -2.4882 4.2523 -1.0192
C -4.5630 2.5978 -1.2245
F -5.2016 3.5727 -0.5514
F -4.4457 3.0381 -2.4907
F -5.3983 1.5529 -1.2622
H -3.7197 0.2479 -0.1028
H -0.5494 -2.3685 2.8458
H 1.0728 -2.1907 2.1610
H -0.9115 -2.3023 -0.8809
H 0.0872 -3.7702 -0.9751
H 0.1518 -0.4138 -1.6738
H 2.0814 1.0693 -1.7993

=====

45
Properties=species:S:1:pos:R:3 method="wB97M-V/def2-TZVPD" multiplicity=1 orbital_gap_ev=8.284 e_lumo_ev=0.623 smiles=Oc1cc2c(cc1[C@@H](c1ccc(C(F)(F)F)cc1)N1CCOCC1)OCO2 de_lowest_ev=3.978
F 3.1856 -5.3484 -2.5277
F 4.2979 -5.0950 -0.6334
F 4.5577 -3.8409 -2.2470
O -1.0431 1.3735 2.2229
O 0.9076 4.6016 -0.9304
O 1.6129 2.9477 -2.3665
O -2.1157 -2.9469 3.4678
C 0.1317 2.9734 0.9031
C 1.1899 -3.6780 -1.5153
C 2.8923 -2.6358 -0.1103
C 0.2846 -2.7714 -1.0210
C 1.9627 -1.6594 0.3108
C 0.8974 1.1148 -0.8773
C 0.6517 3.4323 -0.3113
C 1.0972 2.4940 -1.1849
C -0.3299 1.6619 1.1388
C 2.5398 -3.6029 -1.0484
C 0.6404 -1.7804 -0.1605
C 0.0230 0.6968 0.1660
N -1.0132 -1.1325 1.4741
C 1.3748 4.3468 -2.2424
C 3.6262 -4.5160 -1.6205
C -0.4216 -0.7441 0.1752
C -1.0079 -2.0807 3.8282
C -2.9625 -2.2500 2.6721
C -0.1142 -1.4797 2.6208
C -2.1982 -1.9478 1.3618
H -1.2910 0.4219 2.0643
H -0.2062 3.6569 1.6879
H 0.8619 -4.3350 -2.2762
H 3.9696 -2.5603 0.1174
H -0.5988 -2.9333 -1.5552
H 2.1850 -0.8655 0.9172
H 1.1810 0.5267 -1.7460
H 2.4055 4.8519 -2.3197
H 0.7879 4.7297 -3.0803
H -1.2153 -0.8783 -0.5373
H -0.3545 -2.7241 4.3883
H -1.3903 -1.2199 4.4107
H -3.3253 -1.2651 3.1426
H -3.7835 -2.8863 2.4426
H 0.4533 -0.5763 2.8609
H 0.4820 -2.3022 2.3123
H -2.8819 -1.4070 0.8045
H -1.9841 -2.8594 0.8410

=====

57
Properties=species:S:1:pos:R:3 method="wB97M-V/def2-TZVPD" multiplicity=1 orbital_gap_ev=7.770 e_lumo_ev=-0.816 de_lowest_ev=0.000
Pt -0.4827 -0.3196 -0.3907
F -0.8357 -5.2263 1.6169
C -1.3045 -3.9705 1.5748
C -0.6744 -3.0549 0.7562
C -1.1722 -1.7622 0.7245
C -2.2832 -1.4007 1.5261
C -2.8681 -2.3838 2.3168
F -3.9341 -2.0693 3.0797
C -2.4012 -3.6758 2.3630
C -2.6840 -0.0014 1.4361
C -3.6971 0.6631 2.1238
C -3.8906 2.0141 1.9142
C -3.0797 2.7012 1.0208
C -2.0894 2.0031 0.3670
N -1.9058 0.6944 0.5745
H 0.1767 -3.3537 0.1604
H -2.8639 -4.4251 2.9875
H -4.3160 0.1066 2.8076
H -4.6743 2.5347 2.4480
H -3.2080 3.7560 0.8276
H -1.4230 2.4604 -0.3535
C 1.6941 3.1466 1.8706
C 2.5183 2.7551 0.6409
S 2.1159 1.1912 -0.1824
C 3.3723 0.0207 0.3801
C 3.4594 -0.2892 1.8647
S 2.0361 -1.1171 2.6142
C 0.7962 0.1746 2.8606
C 1.0710 1.2437 3.9030
S 2.2817 2.5265 3.4714
H 0.6439 2.8780 1.7395
H 1.7203 4.2351 1.9534
H 3.5858 2.7663 0.8689
H 2.3624 3.5152 -0.1273
H 4.3405 0.3843 0.0265
H 3.1448 -0.8807 -0.1926
H 3.7191 0.5997 2.4336
H 4.2755 -1.0021 2.0103
H -0.0826 -0.3970 3.1745
H 0.5376 0.6269 1.9059
H 1.4738 0.7961 4.8133
H 0.1281 1.7271 4.1715
F -1.6213 -2.4739 -2.7145
C -1.4350 -1.3860 -3.4504
F -1.3946 -1.7376 -4.7271
F -2.4469 -0.5505 -3.2585
S 0.1885 -0.5488 -2.9828
O 0.7030 -1.3549 -1.8480
O -0.1967 0.7784 -2.5091
N 1.1608 -0.6467 -4.1449
S 1.1157 0.3245 -5.4283
O -0.2031 0.7982 -5.7118
O 2.2290 1.2130 -5.4167
C 1.5078 -0.9310 -6.7241
F 2.7388 -1.4033 -6.5622
F 1.4239 -0.3288 -7.9103
F 0.6471 -1.9440 -6.6931

=====

38
Properties=species:S:1:pos:R:3 method="wB97M-V/def2-TZVPD" multiplicity=1 orbital_gap_ev=8.138 total_charge=+1 e_lumo_ev=-4.410 de_lowest_ev=2.087
C -0.2181 0.4000 1.0637
C -1.4705 -0.1731 1.3707
C -2.5501 0.7673 1.4634
C -3.8268 0.3465 1.7547
C -4.1036 -1.0182 1.9367
C -3.0540 -1.9479 1.9604
C -1.7287 -1.5220 1.7516
C 1.0386 -0.2114 1.2728
C 2.0855 0.7232 1.5483
C 3.3576 0.2926 1.8509
C 3.6362 -1.0800 1.9391
C 2.6121 -2.0145 1.7278
C 1.3209 -1.5962 1.3299
H -0.2104 1.5238 1.2080
H -2.2825 1.8242 1.3567
H -4.6132 1.1012 1.7827
H -5.1407 -1.3454 2.0248
H -3.2710 -3.0078 2.1062
H -0.9618 -2.2511 1.9837
H 1.7985 1.7789 1.5603
H 4.1299 1.0498 1.9834
H 4.6677 -1.3984 2.1157
H 2.8330 -3.0809 1.8092
H 0.5919 -2.3705 1.0991
C 1.4662 -0.3843 -4.0633
C 0.7078 0.5375 -3.1506
C 0.0714 1.6981 -3.5938
C -0.6339 2.5131 -2.6840
C -0.6645 2.1093 -1.3398
N -0.0575 0.9981 -0.9364
C 0.6122 0.2223 -1.7796
H 1.8544 -1.2003 -3.4381
H 0.8382 -0.8243 -4.8581
H 2.3183 0.1001 -4.5717
H 0.1110 1.9654 -4.6529
H -1.1620 3.4293 -2.9551
H -1.1915 2.7111 -0.5974
H 1.0890 -0.6653 -1.3792

=====

43
Properties=species:S:1:pos:R:3 method="wB97M-V/def2-TZVPD" multiplicity=1 orbital_gap_ev=7.364 e_lumo_ev=-0.656 de_lowest_ev=13.701
C -0.2448 5.1671 -0.5935
H -1.1522 5.1585 -1.0957
H -0.0675 5.9662 0.1206
H 0.4812 5.3960 -1.4802
O 0.0454 3.6968 -0.3359
C -0.9679 2.8172 -0.2882
O -2.0700 2.9863 -0.7046
C -0.5167 1.6442 0.0871
C 0.6843 1.2648 0.5794
N 0.7161 -0.1072 1.0950
C -0.6504 -0.3999 0.9323
O -1.0000 -1.6172 1.1934
C -1.3620 0.2904 0.1919
C -2.6939 0.5381 0.0587
C -3.5847 -0.6937 -0.1812
C -3.4415 -1.9890 -0.4135
C -4.5112 -2.9006 -0.4298
C -5.6572 -2.1268 0.1001
S -5.1434 -0.3414 0.3486
H -6.6431 -2.3953 0.2985
H -4.6302 -3.7677 -0.8978
C -2.2290 -2.3628 -0.9861
H -2.3296 -3.1057 -1.8317
H -1.5489 -2.8448 -0.1856
H -1.5508 -1.4739 -1.8391
H -3.1010 1.4313 -0.1765
C 1.7700 -1.0228 1.6482
C 2.8096 -1.0674 0.5751
C 2.2889 -1.7053 -0.5399
N 3.2412 -2.0642 -1.5338
C 4.5148 -1.8587 -1.4048
C 4.9916 -1.5788 -0.2642
C 4.1690 -1.1342 0.8784
H 4.4797 -0.9681 1.7982
H 6.0559 -1.5898 0.0303
H 5.1920 -2.0695 -2.1298
H 1.3442 -1.7307 -1.0725
H 1.2899 -1.7219 2.3276
H 2.2256 -0.2470 2.4821
C 1.9064 2.1040 0.8526
H 2.0118 2.8683 0.4429
H 2.1632 2.1949 2.0403
H 2.7152 1.3605 0.3029